Arrangement P

Formula: C3H4O3Rh
Source: the Open Molecules 2025 dataset
Level of theory: ωB97M-V with the def2-TZVPD basis set

The geometry in XYZ format:
```
11
Properties=species:S:1:pos:R:3:lowdin_charge:R:1
C -2.127 -1.639 0.223 0.33
C -0.833 -1.749 0.029 0.21
O 0.098 -0.745 0.075 -0.12
C 1.402 -1.035 -0.006 0.06
O 1.917 0.182 -0.068 0.00
Rh 0.242 1.442 0.043 1.22
H -2.788 -2.479 0.011 0.15
H -2.537 -0.747 0.711 0.15
H 2.885 0.202 -0.115 0.19
O -0.876 2.808 -0.158 -0.25
H -1.806 2.850 0.062 0.06
```

Properties
Spin multiplicity: 6
Total charge: +2
HOMO (spin up / spin down) in eV: -19.12 / -19.50


Arrangement Q

Formula: C3H4O3Rh
Source: the Open Molecules 2025 dataset
Level of theory: ωB97M-V with the def2-TZVPD basis set

The geometry in XYZ format:
```
11
Properties=species:S:1:pos:R:3:lowdin_charge:R:1
O 1.820 0.514 0.079 -0.07
C 1.811 -0.864 0.177 -0.17
C 0.445 -1.451 0.012 -0.06
O -0.573 -0.610 0.293 -0.27
Rh 0.171 1.306 0.201 1.56
H 2.205 -1.211 1.159 0.19
H 2.454 -1.349 -0.586 0.19
H 0.183 -2.511 -0.029 0.17
C -2.073 -0.753 -0.125 0.21
O -2.389 0.494 -0.291 0.07
H -3.278 0.691 0.048 0.17
```

Properties
Spin multiplicity: 6
Total charge: +2
HOMO (spin up / spin down) in eV: -17.44 / -20.10


Calculated relative energies: arrangement P 8.8; arrangement Q 0.0, given in kcal/mol


Arrangement P

Formula: C12H16NO
Source: the Open Molecules 2025 dataset
Level of theory: ωB97M-V with the def2-TZVPD basis set

The geometry in XYZ format:
```
30
Properties=species:S:1:pos:R:3:lowdin_charge:R:1
O -0.399 -2.889 1.828 0.14
C -0.248 -1.797 1.361 -0.34
C 1.178 -1.379 0.810 -0.04
C 1.150 -0.187 -0.197 -0.25
C 0.754 -0.645 -1.668 -0.11
C 1.342 0.627 -2.467 -0.13
C 2.731 0.752 -1.748 -0.10
N 2.480 0.570 -0.261 0.08
C -1.376 -0.731 1.304 -0.17
C -2.304 -0.763 0.194 -0.03
C -3.325 0.271 0.137 -0.05
C -3.343 1.269 1.185 -0.07
C -2.422 1.298 2.309 -0.05
C -1.401 0.266 2.368 -0.02
H 1.614 -2.311 0.354 0.14
H 1.821 -1.167 1.713 0.14
H 0.434 0.653 -0.038 0.15
H 1.082 -1.656 -2.004 0.13
H -0.344 -0.561 -1.888 0.12
H 0.650 1.507 -2.414 0.13
H 1.317 0.313 -3.536 0.13
H 3.474 -0.048 -1.978 0.15
H 3.049 1.817 -1.850 0.14
H 2.227 1.519 0.044 0.18
H 3.247 0.238 0.331 0.19
H -2.170 -1.564 -0.565 0.12
H -4.049 0.252 -0.705 0.11
H -4.107 2.071 1.118 0.10
H -2.432 2.077 3.096 0.11
H -0.633 0.197 3.166 0.12
```

Properties
SMILES: O=C(C[C@@H]1CCC[NH2+]1)c1ccccc1
Total charge: +1
HOMO in eV: -12.25


Arrangement Q

Formula: C12H16NO
Source: the Open Molecules 2025 dataset
Level of theory: ωB97M-V with the def2-TZVPD basis set

The geometry in XYZ format:
```
30
Properties=species:S:1:pos:R:3:lowdin_charge:R:1
C -1.077 2.037 2.981 0.22
C -1.083 1.686 1.827 -0.07
C 0.352 -1.358 -2.924 -0.09
C -0.827 -1.785 -2.231 -0.06
C 1.394 -0.837 -2.257 -0.09
C -0.942 -1.634 -0.891 -0.06
C 1.412 -0.715 -0.774 -0.12
C 0.115 -1.079 -0.111 -0.22
C -0.545 1.815 -1.836 -0.02
C 0.980 -0.607 3.372 -0.05
C -1.138 1.341 0.477 -0.08
C -0.002 -0.918 1.241 -0.15
N -0.392 1.950 -0.418 0.04
O 1.018 -0.439 1.966 -0.11
H -1.082 2.324 3.993 0.06
H 0.378 -1.464 -3.997 0.11
H -1.625 -2.229 -2.807 0.11
H 2.291 -0.532 -2.777 0.12
H -1.838 -1.949 -0.375 0.12
H 2.203 -1.365 -0.376 0.15
H 0.291 1.259 -2.278 0.08
H -1.466 1.277 -2.061 0.11
H -0.578 2.801 -2.300 0.11
H 1.623 -1.446 3.651 0.10
H -0.033 -0.793 3.732 0.09
H 1.372 0.304 3.822 0.09
H -1.967 0.735 0.133 0.15
H -0.888 -1.248 1.775 0.15
H 1.716 0.295 -0.470 0.12
H 0.337 2.575 -0.089 0.18
```

Properties
Total charge: +1
HOMO (spin up / spin down) in eV: -10.89 / -10.89


Calculated relative energies: arrangement P 0.0; arrangement Q 50.3, given in kcal/mol


Arrangement P

Formula: C2H10N2O2
Source: the Open Molecules 2025 dataset
Level of theory: ωB97M-V with the def2-TZVPD basis set

The geometry in XYZ format:
```
16
Properties=species:S:1:pos:R:3:lowdin_charge:R:1
H -2.006 1.418 1.666 0.05
N -1.247 0.862 1.265 0.06
C -1.450 0.844 0.000 -0.32
N -0.615 0.301 -0.925 -0.05
C -1.157 -0.486 -2.041 -0.08
H -2.391 1.179 -0.450 0.12
H 0.166 -0.172 -0.485 0.08
H -0.697 -1.466 -2.008 0.08
H -1.090 0.029 -2.997 0.07
H -2.246 -0.563 -1.937 0.08
O 1.544 0.392 1.708 -0.08
H 1.988 1.213 1.940 0.05
H 0.621 0.684 1.643 -0.02
O 2.097 -1.658 -0.179 -0.09
H 2.105 -1.047 0.593 0.00
H 2.363 -1.013 -0.850 0.03
```

Properties
SMILES: [H]/N=C/NC.O.O
Total charge: 0
HOMO in eV: -9.47


Arrangement Q

Formula: C2H10N2O2
Source: the Open Molecules 2025 dataset
Level of theory: ωB97M-V with the def2-TZVPD basis set

The geometry in XYZ format:
```
16
Properties=species:S:1:pos:R:3:lowdin_charge:R:1
H -0.056 1.225 -0.018 0.04
N -0.284 0.455 0.658 0.04
C -0.631 -0.731 0.275 -0.33
N -1.027 -1.487 1.267 -0.08
C -0.733 -1.540 2.684 -0.09
H -0.663 -0.953 -0.793 0.11
H -1.663 -2.176 1.244 0.07
H -0.229 -2.466 2.977 0.07
H -0.189 -0.649 3.129 0.10
H -1.713 -1.555 3.159 0.08
O 3.085 4.916 -0.962 -0.03
H 3.256 4.662 -0.068 0.02
H 3.588 5.703 -0.963 0.01
O -0.811 -1.395 -4.086 -0.08
H -0.562 -2.234 -3.691 0.02
H -1.366 -1.775 -4.811 0.05
```

Properties
SMILES: [H]/N=C/NC.O.O
Total charge: 0
HOMO in eV: -8.34


Calculated relative energies: arrangement P 0.0; arrangement Q 42.0, given in kcal/mol


Arrangement P

Formula: C3H4ClNOS
Source: the Open Molecules 2025 dataset
Level of theory: ωB97M-V with the def2-TZVPD basis set

The geometry in XYZ format:
```
11
Properties=species:S:1:pos:R:3:lowdin_charge:R:1
O -0.913 -1.591 0.077 0.09
C -0.355 -0.404 -0.003 -0.44
C -1.501 0.476 -0.397 -0.54
Cl -1.189 2.136 0.003 0.63
N 0.927 -0.383 0.059 0.07
C 1.998 0.380 0.422 -0.75
S 3.496 0.290 -0.239 0.59
H -0.300 -2.318 0.136 0.13
H -2.449 -0.005 -0.004 0.12
H -1.758 0.512 -1.403 0.06
H 2.043 0.907 1.349 0.03
```

Properties
SMILES: O/C(CCl)=N/C=S
Total charge: 0
HOMO in eV: -8.37


Arrangement Q

Formula: C3H4ClNOS
Source: the Open Molecules 2025 dataset
Level of theory: ωB97M-V with the def2-TZVPD basis set

The geometry in XYZ format:
```
11
Properties=species:S:1:pos:R:3:lowdin_charge:R:1
C -0.928 0.884 1.703 -0.28
C 0.558 0.334 -0.221 -0.10
C -0.738 0.894 0.341 -0.58
N -1.112 0.851 2.847 0.20
O -3.084 1.977 -0.093 -0.52
S -1.833 1.552 -0.736 1.01
Cl -2.314 -2.583 -0.469 0.35
H 0.363 -0.419 -0.955 0.07
H 1.359 1.080 -0.262 0.10
H 0.904 -0.310 0.536 0.06
H -1.922 -1.942 0.499 -0.32
```

Properties
Total charge: 0
HOMO (spin up / spin down) in eV: -9.93 / -9.93


Calculated relative energies: arrangement P 0.0; arrangement Q 8.7, given in kcal/mol


Arrangement P

Formula: C3HO3
Source: the Open Molecules 2025 dataset
Level of theory: ωB97M-V with the def2-TZVPD basis set

The geometry in XYZ format:
```
7
Properties=species:S:1:pos:R:3:lowdin_charge:R:1
O 2.148 -2.455 1.184 -0.38
C 0.911 -1.234 0.957 0.04
C 0.559 -0.211 0.311 -0.10
C 1.449 0.436 -0.985 -0.70
O 1.771 1.591 -0.771 0.01
O 1.509 -0.400 -1.862 0.03
H -0.318 0.435 0.508 0.10
```

Properties
SMILES: O=C=CC(=O)[O-]
Total charge: -1
HOMO (spin up / spin down) in eV: -5.03 / -5.03


Arrangement Q

Formula: C3HO3
Source: the Open Molecules 2025 dataset
Level of theory: ωB97M-V with the def2-TZVPD basis set

The geometry in XYZ format:
```
7
Properties=species:S:1:pos:R:3:lowdin_charge:R:1
C 0.310 0.225 -0.052 -0.04
C 1.067 -0.398 -0.788 -0.54
C 0.623 -1.868 -3.162 -0.49
O -0.529 -1.772 -2.950 0.13
O 1.506 -1.967 -3.939 0.11
O 1.645 -1.385 -1.248 -0.11
H 0.122 1.178 0.454 -0.05
```

Properties
Total charge: -1
HOMO in eV: -3.22


Calculated relative energies: arrangement P 89.1; arrangement Q 0.0, given in kcal/mol


Arrangement P

Formula: C7H14N2S
Source: the Open Molecules 2025 dataset
Level of theory: ωB97M-V with the def2-TZVPD basis set

The geometry in XYZ format:
```
24
Properties=species:S:1:pos:R:3:lowdin_charge:R:1
C -2.143 0.464 0.791 -0.03
C -1.514 1.196 -0.332 -0.42
C -2.057 2.548 -0.586 -0.06
N -0.572 0.803 -1.056 0.06
N -0.206 -0.442 -1.061 0.07
C 0.763 -0.856 -0.408 -0.38
C 1.828 -1.766 -0.349 -0.03
C 1.817 -0.387 0.489 -0.20
C 2.705 0.820 0.168 -0.06
H -2.458 -0.516 0.743 0.04
H -1.381 0.546 1.685 0.13
H -3.011 1.017 1.113 0.07
H -3.129 2.363 -0.790 0.09
H -1.598 2.967 -1.426 0.05
H -1.886 3.309 0.288 0.12
H 2.446 -1.892 -1.167 0.09
H 1.770 -2.590 0.313 0.07
H 1.663 -0.616 1.552 0.13
H 2.623 1.622 1.026 0.12
H 2.381 1.293 -0.705 0.04
H 3.712 0.435 -0.051 0.07
S -1.156 -3.709 -0.024 0.44
H 0.233 -4.197 -0.183 -0.12
H -0.832 -2.412 -0.033 -0.29
```

Properties
SMILES: CC(C)=N/N=C1/C[C@H]1C.S
Total charge: 0
HOMO in eV: -8.72


Arrangement Q

Formula: C7H14N2S
Source: the Open Molecules 2025 dataset
Level of theory: ωB97M-V with the def2-TZVPD basis set

The geometry in XYZ format:
```
24
Properties=species:S:1:pos:R:3:lowdin_charge:R:1
C -2.707 -0.145 -1.095 -0.04
C -2.458 -0.549 0.352 -0.28
C -1.311 -0.467 -0.634 -0.17
C -2.689 -1.767 1.082 -0.08
C 2.023 0.760 1.091 -0.08
C 3.570 -0.245 -0.714 -0.04
C 2.153 0.376 -0.369 -0.44
N -0.076 -0.332 -0.629 0.15
N 1.139 -0.612 -0.631 0.17
S -0.957 2.559 -0.628 0.04
H -3.252 -0.786 -1.859 0.14
H -2.855 0.947 -1.323 0.06
H -2.610 0.389 0.875 0.13
H -1.981 -1.768 1.968 0.11
H -2.486 -2.696 0.522 0.09
H -3.673 -2.041 1.503 0.09
H 1.463 -0.022 1.767 0.11
H 3.085 0.682 1.585 0.10
H 1.523 1.736 1.196 0.05
H 3.333 -1.338 -0.705 0.09
H 4.283 0.140 0.009 0.06
H 3.765 0.210 -1.700 0.08
H 2.157 1.221 -1.059 0.13
H -1.438 3.750 -0.604 -0.45
```

Properties
Total charge: 0
HOMO (spin up / spin down) in eV: -6.49 / -6.49


Calculated relative energies: arrangement P 0.0; arrangement Q 61.5, given in kcal/mol